Model i:
14
Properties=species:S:1:pos:R:3 method="wB97M-V/def2-TZVPD" charge=0 orbital_gap_ev=5.78 lumo_energy_ha=-0.049
C -1.343 0.142 -0.136
C -1.318 1.232 0.654
C 0.116 1.703 0.761
C 0.824 0.552 0.222
H 1.893 -1.256 -0.987
H 0.493 -1.525 -2.255
H -1.929 -2.069 -0.452
H -1.937 1.890 1.283
H 0.512 2.396 1.568
H 2.137 -1.085 0.737
N 0.695 -1.470 -1.039
N 0.066 -0.342 -0.312
O -2.353 -0.555 -0.585
O 2.144 0.389 0.540

=====

Model ii:
14
Properties=species:S:1:pos:R:3 method="wB97M-V/def2-TZVPD" charge=0 orbital_gap_ev=10.81 lumo_energy_ha=0.014 smiles="CN[C@H](C#N)C(=O)O"
C 1.790 -0.023 -0.712
C -0.288 1.015 -1.533
C -0.640 -0.971 1.412
C 0.349 -0.110 -0.613
N 2.911 -0.011 -0.949
N 0.013 0.183 0.802
O -1.188 1.789 -0.871
O -0.151 1.106 -2.721
H 0.063 -1.643 1.937
H -1.312 -0.482 2.102
H -1.230 -1.555 0.700
H 0.224 -1.234 -0.969
H -1.410 1.600 0.074
H 0.867 0.334 1.342

=====

Model iii:
14
Properties=species:S:1:pos:R:3 method="wB97M-V/def2-TZVPD" charge=0 orbital_gap_ev=8.70 lumo_energy_ha=0.014 smiles="CN=C=O.N=C=CO"
C 0.077 0.188 1.914
C -1.550 -0.052 -0.357
C 0.158 0.276 -2.108
C 1.115 0.249 1.137
N -0.809 0.196 2.739
N -0.976 0.472 -1.257
O -2.263 -0.533 0.436
O 1.964 -0.715 0.489
H 1.108 0.418 -1.630
H 0.068 -0.792 -2.175
H 0.068 0.600 -3.113
H 1.236 1.253 0.776
H -1.815 0.043 2.652
H 1.619 -1.603 0.498

=====

Relative energies in eV: model i 9.000; model ii 0.000; model iii 1.743

=====

Model i:
14
Properties=species:S:1:pos:R:3 method="wB97M-V/def2-TZVPD" charge=0 orbital_gap_ev=9.41 lumo_energy_ha=-0.002 smiles="O=NN1CC=CCO1"
C -0.307 1.220 -0.704
C -0.549 -0.152 -1.248
C 0.019 -1.225 -0.745
C 0.893 -1.113 0.569
H 0.241 1.800 -1.306
H -1.402 1.854 -0.716
H -1.315 -0.222 -2.324
H -0.150 -2.240 -1.061
H 1.803 -1.855 0.342
H 0.307 -1.695 1.531
N -0.757 1.087 1.582
N 0.274 1.159 0.622
O -0.370 1.159 2.724
O 1.313 0.224 0.735

=====

Model ii:
14
Properties=species:S:1:pos:R:3 method="wB97M-V/def2-TZVPD" charge=0 orbital_gap_ev=10.97 lumo_energy_ha=0.035 smiles="[H]/N=C(/OC=O)N1CC1"
C 0.904 -0.355 -0.300
C 0.187 0.674 -2.323
C -1.273 -0.423 0.680
C -0.310 -0.414 1.818
H 2.235 0.294 0.909
H 0.162 0.434 -3.461
H -2.153 -0.938 0.548
H -1.271 0.534 0.071
H -0.814 -0.855 2.908
H 0.195 0.522 2.043
N 1.887 0.357 -0.076
N 0.109 -1.111 0.612
O 0.264 -0.468 -1.592
O -0.122 1.748 -1.836

=====

Model iii:
14
Properties=species:S:1:pos:R:3 method="wB97M-V/def2-TZVPD" charge=0 orbital_gap_ev=8.39 lumo_energy_ha=-0.051
C -2.086 0.537 -0.099
C 0.255 0.145 0.085
C 1.847 0.451 -0.086
C 2.820 -0.741 0.289
H -3.357 0.571 -0.270
H -2.084 1.255 0.810
H -1.530 1.255 -0.849
H -2.082 -1.730 -0.939
H -0.291 1.121 0.013
H 2.308 -1.795 1.235
N -1.667 -0.905 0.121
N -0.295 -1.134 -0.048
O 2.127 1.669 0.079
O 4.035 -0.700 -0.340

=====

Model iv:
14
Properties=species:S:1:pos:R:3 method="wB97M-V/def2-TZVPD" charge=0 orbital_gap_ev=8.32 lumo_energy_ha=0.000
C 1.328 -0.197 0.056
C 0.064 1.543 -0.143
C -0.678 0.378 -0.647
C -2.011 -0.214 -0.463
H 2.687 -2.066 -0.441
H 2.937 -0.508 1.259
H 0.097 2.619 -0.260
H -2.344 -1.153 -1.166
H -2.645 0.661 -1.033
H -1.269 -0.075 1.719
N 2.533 -0.830 0.033
N 1.356 1.122 0.575
O -2.350 -0.604 1.020
O 0.294 -0.675 -0.509

=====

Relative energies in eV: model i 3.969; model ii 0.000; model iii 6.473; model iv 5.385

=====

Model i:
14
Properties=species:S:1:pos:R:3 method="wB97M-V/def2-TZVPD" charge=0 orbital_gap_ev=10.67 lumo_energy_ha=0.008
C 0.732 0.231 -1.580
C -0.008 0.488 -0.357
C 0.727 0.312 0.981
C -1.246 -0.558 1.302
H 1.272 1.021 -3.413
H -0.705 1.105 -0.665
H 0.147 0.687 1.924
H 1.704 -0.003 1.050
H -1.013 0.550 1.977
H -1.847 -2.251 0.868
N -0.029 -0.854 0.560
N -2.139 -1.472 1.478
O 0.580 1.166 -2.617
O 1.826 -0.422 -1.509

=====

Model ii:
14
Properties=species:S:1:pos:R:3 method="wB97M-V/def2-TZVPD" charge=0 orbital_gap_ev=9.42 lumo_energy_ha=0.021 smiles="C[C@]1(C(=O)O)N=C1N"
C -0.864 -1.371 -0.301
N 0.512 0.487 1.170
C 1.608 -0.104 -0.407
C -0.364 1.017 0.415
C -0.006 -0.150 -0.284
N -1.161 2.062 0.254
O 2.243 -1.143 0.211
O 2.122 0.504 -1.322
H 1.742 -1.382 1.014
H -1.481 2.291 -0.677
H -1.064 2.832 0.903
H -0.397 -2.145 -0.917
H -1.060 -1.777 0.698
H -1.829 -1.122 -0.757

=====

Model iii:
14
Properties=species:S:1:pos:R:3 method="wB97M-V/def2-TZVPD" charge=0 orbital_gap_ev=9.82 lumo_energy_ha=0.031 smiles="O[C@H]1[C@H]2N=CNO[C@H]12"
C 1.591 -0.349 0.386
C 0.284 -0.722 -0.347
C -1.573 0.950 -0.205
C 0.317 0.403 0.606
H 2.311 0.921 -0.915
H 1.985 -0.940 1.215
H 0.331 -0.533 -1.411
H -2.681 -0.730 -0.548
H -2.405 1.583 -0.584
H -0.110 0.144 1.584
N -1.936 -0.372 0.046
N -0.446 1.496 0.104
O 2.620 0.173 -0.373
O -0.929 -1.423 -0.007

=====

Relative energies in eV: model i 2.284; model ii 0.000; model iii 2.386

=====

Model i:
14
Properties=species:S:1:pos:R:3 method="wB97M-V/def2-TZVPD" charge=0 orbital_gap_ev=7.95 lumo_energy_ha=0.027 smiles=Nc1[nH]c(O)cc1O
C 0.655 -0.490 0.052
C -1.485 0.241 -0.032
C -0.701 1.333 0.055
C 0.630 0.871 -0.037
H 1.642 -2.057 -0.765
H 2.325 -1.597 0.909
H -1.093 -1.855 0.203
H -3.364 0.802 0.039
H -0.881 2.389 0.130
H 2.395 0.953 -0.255
N 1.762 -1.272 -0.037
N -0.719 -0.895 -0.112
O -2.882 -0.072 -0.062
O 1.715 1.650 -0.090

=====

Model ii:
14
Properties=species:S:1:pos:R:3 method="wB97M-V/def2-TZVPD" charge=0 orbital_gap_ev=9.78 lumo_energy_ha=0.006 smiles="O=C/C(=N/O)N1CC1"
C 0.310 -0.488 0.025
C 1.127 -1.295 0.997
C -0.091 1.764 -1.045
C -0.655 1.690 0.281
H -1.664 -1.237 -2.009
H 1.234 -2.435 0.734
H -0.609 1.257 -1.852
H 0.400 2.559 -1.483
H -1.427 1.056 0.553
H -0.452 2.444 0.929
N -0.613 -1.250 -0.495
N 0.521 0.895 -0.095
O -1.618 -0.574 -1.331
O 1.494 -0.824 2.045

=====

Relative energies in eV: model i 0.000; model ii 2.952

=====

Model i:
14
Properties=species:S:1:pos:R:3 method="wB97M-V/def2-TZVPD" charge=0 orbital_gap_ev=7.84 lumo_energy_ha=0.014
C -2.111 0.122 -0.142
C 0.192 0.274 -0.043
C 1.627 -1.346 0.028
C 1.529 0.760 -0.021
H -1.562 -0.969 -0.788
H -2.458 -0.092 0.981
H -2.898 1.008 -0.728
H -0.582 -1.701 -0.136
H 2.124 -2.266 -0.221
H 0.836 2.512 0.691
N 0.264 -1.134 0.204
N 2.346 -0.183 0.033
O -0.954 0.906 0.243
O 1.646 2.108 -0.101

=====

Model ii:
14
Properties=species:S:1:pos:R:3 method="wB97M-V/def2-TZVPD" charge=0 orbital_gap_ev=10.31 lumo_energy_ha=0.025 smiles="O[C@@H]1C=NN=COC1"
C -0.424 0.751 0.643
C 1.009 0.800 0.164
C 0.590 -1.588 -0.609
C -1.223 0.566 -0.576
H -0.944 -1.094 1.162
H -0.437 1.739 0.996
H 1.227 1.817 -0.325
H 1.502 0.728 1.076
H 1.381 -2.282 -0.430
H -1.700 1.378 -1.021
N -0.607 -1.722 -0.837
N -1.180 -0.526 -1.278
O -0.467 -0.224 1.626
O 1.273 -0.343 -0.592

=====

Model iii:
14
Properties=species:S:1:pos:R:3 method="wB97M-V/def2-TZVPD" charge=0 orbital_gap_ev=9.12 lumo_energy_ha=0.011 smiles="NC(N)=C(C=O)C=O"
C -0.623 -0.406 -0.010
C 0.590 0.330 0.218
C 1.836 -0.375 0.133
C 0.617 1.761 -0.017
H 0.101 -2.366 -0.061
H -1.673 -2.101 0.103
H -1.683 1.333 -0.047
H -2.655 -0.110 -0.342
H 1.716 -1.448 0.270
H 1.597 2.316 -0.089
N -0.725 -1.723 0.001
N -1.739 0.294 -0.052
O 3.023 -0.040 -0.152
O -0.382 2.535 0.046

=====

Model iv:
14
Properties=species:S:1:pos:R:3 method="wB97M-V/def2-TZVPD" charge=0 orbital_gap_ev=10.19 lumo_energy_ha=0.030
C -0.473 0.726 -1.080
C 0.553 -0.801 1.031
C -0.416 -1.074 -0.207
C -1.460 0.172 -0.114
H 1.418 1.302 -1.407
H 0.906 1.197 1.251
H 1.173 -1.620 1.195
H 0.017 -0.795 1.955
H 0.113 -1.133 -1.351
H -1.261 0.660 0.978
N 0.752 1.085 -0.540
N 1.278 0.448 0.737
O -0.701 0.959 -2.185
O -1.899 -1.127 -0.263

=====

Relative energies in eV: model i 4.927; model ii 3.357; model iii 0.000; model iv 5.955

=====

Model i:
14
Properties=species:S:1:pos:R:3 method="wB97M-V/def2-TZVPD" charge=0 orbital_gap_ev=10.33 lumo_energy_ha=0.024 smiles="O=C[C@@H]1CN=CNO1"
C -1.363 -0.598 -0.339
C -0.511 -0.323 0.926
C 0.027 1.108 0.979
C 1.199 0.464 -0.859
H -1.308 -1.675 -0.567
H -1.036 -0.683 1.791
H -0.798 1.813 1.114
H 0.632 1.157 1.852
H 1.538 0.665 -1.870
H 1.069 -1.452 -1.255
N 0.743 1.429 -0.204
N 1.420 -0.843 -0.457
O -2.041 0.246 -0.806
O 0.622 -1.225 0.722

=====

Model ii:
14
Properties=species:S:1:pos:R:3 method="wB97M-V/def2-TZVPD" charge=0 orbital_gap_ev=10.24 lumo_energy_ha=0.012 smiles="C=NC(=O)CC(N)=O"
C 0.847 0.065 -0.553
C -0.211 0.932 0.083
C 0.327 -1.270 -1.116
N -0.980 -1.331 -1.419
C 0.033 1.126 2.324
N -0.505 0.383 1.493
O -1.048 1.556 -0.508
O 1.103 -2.181 -1.319
H -1.627 -0.625 -1.099
H -1.344 -2.158 -1.862
H 1.269 0.619 -1.393
H 1.637 -0.147 0.165
H 0.536 2.033 1.804
H -0.037 0.997 3.399

=====

Relative energies in eV: model i 2.278; model ii 0.000